Entry w
Here is a molecular structure, C18H40N5OOsP3 from the OMol25 dataset. Energies are from ωB97M-V/def2-TZVPD.

Each line ends with the Löwdin spin population.
Geometry (Å):
Os (0.47, 0.04, -0.17)  1.415
P (0.81, 1.97, -1.30)  0.049
P (0.17, -0.01, 2.14)  0.121
P (-1.88, 0.05, -0.48)  0.023
H (2.24, -2.63, -2.24)  0.002
C (1.46, -2.32, -1.52)  0.062
C (1.05, -0.91, -1.81)  0.139
H (1.94, -0.36, -2.16)  0.035
C (2.56, 2.24, -1.81)  0.015
C (0.51, 3.37, -0.18)  0.022
C (-0.14, 2.33, -2.82)  0.006
C (0.06, -1.74, 2.73)  0.000
C (1.74, 0.66, 2.77)  0.048
C (-1.13, 0.92, 3.02)  0.036
C (-2.63, -0.03, -2.16)  0.005
C (-2.68, 1.56, 0.23)  0.034
C (-2.79, -1.32, 0.35)  -0.005
H (0.67, -3.07, -1.59)  0.000
H (0.32, -0.96, -2.61)  0.017
H (2.83, 1.60, -2.66)  0.001
H (3.23, 2.01, -0.97)  0.000
H (2.69, 3.30, -2.08)  0.001
H (0.94, 3.15, 0.81)  0.001
H (-0.56, 3.56, -0.08)  0.000
H (1.00, 4.26, -0.58)  0.002
H (-0.18, 1.49, -3.52)  0.000
H (0.31, 3.19, -3.34)  0.001
H (-1.18, 2.59, -2.56)  0.000
H (-0.13, -1.77, 3.81)  0.000
H (1.00, -2.27, 2.52)  0.000
H (-0.77, -2.25, 2.22)  0.001
H (1.58, 1.13, 3.75)  0.006
H (2.13, 1.41, 2.07)  0.005
H (2.48, -0.14, 2.89)  0.002
H (-2.09, 0.41, 2.93)  0.000
H (-1.22, 1.93, 2.59)  0.001
H (-0.88, 0.99, 4.09)  0.007
H (-3.44, 0.71, -2.24)  0.000
H (-3.04, -1.04, -2.33)  0.005
H (-1.90, 0.17, -2.96)  0.000
H (-3.44, 1.93, -0.47)  0.003
H (-1.93, 2.34, 0.40)  0.002
H (-3.16, 1.32, 1.19)  0.001
H (-3.68, -1.60, -0.24)  -0.001
H (-3.12, -1.03, 1.35)  0.000
H (-2.14, -2.21, 0.43)  0.000
C (-1.85, -1.34, -5.46)  0.056
C (-1.23, -2.48, -4.63)  0.064
C (-2.32, -3.07, -3.84)  0.269
C (-3.56, -3.20, -4.43)  0.109
C (-3.81, -2.67, -5.74)  0.082
C (-2.90, -1.82, -6.33)  0.302
O (-1.48, -0.19, -5.20)  0.068
H (-0.46, -1.95, -4.10)  0.002
H (-0.73, -3.21, -5.29)  0.012
H (-2.08, -3.55, -2.88)  0.010
H (-4.36, -3.80, -3.94)  0.001
H (-4.71, -2.95, -6.29)  0.001
H (-3.01, -1.36, -7.31)  0.013
N (3.44, -4.39, -0.19)  0.124
N (3.19, -3.05, 0.12)  0.350
N (4.20, -2.22, 0.43)  0.077
C (3.56, -1.04, 0.56)  0.090
N (2.23, -1.13, 0.37)  0.149
N (1.99, -2.41, -0.12)  0.139
H (2.68, -5.02, 0.06)  0.010
H (4.30, -4.65, 0.29)  0.006
H (4.11, -0.09, 0.70)  0.003

Results
<S²> ... 6.05
2S+1 ... 5
HOMO-LUMO gap (spin up / spin down) ... 4.9807 / 5.7074 eV
Net charge ... +4
E_HOMO (spin up / spin down) ... -0.6741 / -0.7541 Ha



Entry x
Here is a molecular structure, C18H40N5OOsP3 from the OMol25 dataset. Energies are from ωB97M-V/def2-TZVPD.

Each line ends with the Löwdin spin population.
Geometry (Å):
Os (-0.04, 0.07, -0.26)  1.238
P (-1.88, -1.16, -0.32)  0.107
P (1.09, -0.33, 1.58)  0.116
P (1.15, -1.45, -1.50)  0.073
H (-1.63, 4.73, -1.11)  0.018
C (-1.77, 4.15, -2.02)  0.407
C (-2.85, 3.40, -2.19)  0.373
H (-3.39, 3.01, -1.32)  0.019
C (-3.41, -0.33, 0.22)  0.024
C (-1.80, -2.64, 0.77)  0.008
C (-2.43, -1.82, -1.94)  0.038
C (2.30, 1.03, 1.73)  0.039
C (0.08, -0.23, 3.11)  0.012
C (2.07, -1.83, 1.93)  0.033
C (0.87, -1.73, -3.29)  0.017
C (1.55, -3.18, -0.99)  0.028
C (2.81, -0.61, -1.55)  0.005
H (-1.18, 4.55, -2.87)  0.020
H (-3.39, 3.35, -3.13)  0.019
H (-3.60, 0.55, -0.41)  0.002
H (-3.32, 0.00, 1.27)  0.000
H (-4.25, -1.03, 0.13)  0.003
H (-1.60, -2.33, 1.81)  0.000
H (-1.02, -3.33, 0.43)  0.000
H (-2.77, -3.15, 0.73)  0.001
H (-2.59, -0.99, -2.64)  0.004
H (-3.38, -2.36, -1.79)  0.006
H (-1.69, -2.51, -2.35)  0.000
H (2.97, 0.80, 2.57)  0.007
H (1.77, 1.97, 1.93)  0.000
H (2.89, 1.11, 0.80)  0.002
H (0.57, -0.84, 3.88)  0.002
H (-0.94, -0.60, 2.93)  0.001
H (0.05, 0.82, 3.45)  0.000
H (2.93, -1.91, 1.27)  0.000
H (1.46, -2.73, 1.83)  0.000
H (2.43, -1.75, 2.96)  0.005
H (1.17, -2.75, -3.56)  0.001
H (1.45, -1.03, -3.89)  0.001
H (-0.19, -1.60, -3.55)  0.001
H (1.57, -3.83, -1.88)  0.003
H (0.80, -3.58, -0.30)  0.000
H (2.53, -3.24, -0.51)  0.001
H (3.30, -0.85, -2.50)  0.000
H (3.44, -0.95, -0.72)  0.000
H (2.64, 0.48, -1.49)  0.000
C (-1.30, 1.54, -4.50)  0.029
C (-0.11, 2.01, -3.63)  0.062
C (1.25, 2.05, -4.23)  0.274
C (1.40, 1.81, -5.56)  0.132
C (0.29, 1.33, -6.32)  0.044
C (-0.96, 1.09, -5.82)  0.301
O (-2.43, 1.47, -4.00)  0.268
H (-0.21, 1.25, -2.87)  0.043
H (-0.32, 2.92, -3.07)  0.009
H (2.10, 2.31, -3.58)  0.009
H (2.35, 2.04, -6.07)  0.002
H (0.41, 1.16, -7.38)  -0.001
H (-1.79, 0.69, -6.40)  0.009
N (-0.79, 5.37, 0.69)  0.010
N (-0.57, 4.03, 0.97)  0.037
N (-1.53, 3.48, 1.81)  0.006
C (-1.50, 2.21, 1.45)  0.029
N (-0.67, 1.98, 0.38)  0.055
N (-0.22, 3.18, -0.04)  0.047
H (0.01, 5.78, 0.22)  0.001
H (-1.15, 5.83, 1.53)  0.000
H (-2.06, 1.42, 1.97)  0.001

Results
<S²> ... 6.05
2S+1 ... 5
HOMO-LUMO gap (spin up / spin down) ... 4.6745 / 4.3005 eV
Net charge ... +4
E_HOMO (spin up / spin down) ... -0.6662 / -0.7521 Ha



The energetic minimum among the shown structures is entry w; the next structure lies 174.1 kJ/mol above.